No. 1
C42H61N2PScSi2Te as an isolated structure in a non-equilibrium geometry. Source: the OMol25 dataset; level of theory: the ωB97M-V functional and the def2-TZVPD basis.

Values from the calculation:
LUMO energy, hartree: -0.1253
Frontier orbital gap, eV: 6.49
Net charge: +1

Each line ends with the Löwdin charge.
Geometry (Å):
Sc 0.840 0.053 0.068  1.03
C 1.977 -2.092 5.153  -0.17
Si 1.342 -1.944 3.350  0.50
C -0.462 -2.547 3.485  -0.25
C 2.163 -3.315 2.280  -0.16
C 1.654 -0.334 2.338  -0.46
C 3.062 -0.375 1.865  -0.49
C 4.174 -0.751 2.633  -0.05
C 5.444 -0.592 2.132  -0.02
C 5.602 -0.062 0.856  -0.03
C 4.469 0.238 0.134  -0.15
N 3.228 0.080 0.604  -0.01
Si 1.668 1.364 3.288  0.50
C 0.056 2.346 3.584  -0.25
C 2.535 1.366 4.990  -0.16
C 2.626 2.576 2.136  -0.16
H 1.864 -3.119 5.490  0.04
H 1.395 -1.469 5.825  0.02
H 3.020 -1.827 5.288  0.02
H -0.459 -3.563 3.866  0.04
H -0.969 -2.570 2.522  -0.01
H -1.048 -1.948 4.176  0.01
H 2.214 -4.254 2.820  0.04
H 3.174 -3.063 1.976  0.02
H 1.584 -3.497 1.377  0.02
H 4.025 -1.149 3.618  0.09
H 6.306 -0.858 2.723  0.12
H 6.580 0.098 0.434  0.11
H 4.544 0.633 -0.868  0.07
H -0.631 1.848 4.259  0.01
H -0.466 2.581 2.657  -0.01
H 0.322 3.294 4.041  0.04
H 1.926 0.875 5.740  0.02
H 2.694 2.388 5.323  0.04
H 3.504 0.878 4.973  0.02
H 2.274 2.507 1.098  0.01
H 3.693 2.371 2.134  0.03
H 2.499 3.605 2.454  0.04
C 2.283 2.129 -3.971  -0.11
C 3.145 0.892 -3.714  -0.52
C 4.554 1.306 -3.305  -0.12
P 2.235 -0.139 -2.427  1.09
C 3.115 -1.801 -2.246  -0.52
C 3.660 -2.461 -3.511  -0.09
C 2.113 -2.733 -1.560  -0.11
C 0.793 -0.586 -3.437  -0.32
C 0.928 -1.047 -4.745  -0.06
C -0.164 -1.232 -5.572  -0.27
C -0.023 -1.812 -6.945  -0.04
C -1.404 -0.821 -5.086  -0.02
C -1.558 -0.343 -3.806  -0.01
C -0.478 -0.285 -2.896  -0.30
N -0.620 0.080 -1.570  -0.10
C -1.916 0.623 -1.310  -0.33
C -3.042 -0.209 -1.186  -0.27
C -2.871 -1.702 -1.227  -0.04
C -4.297 0.371 -1.090  -0.01
C -4.472 1.749 -1.129  -0.28
C -5.842 2.336 -1.010  -0.03
C -3.349 2.557 -1.240  -0.02
C -2.074 2.013 -1.319  -0.22
C -0.862 2.893 -1.451  -0.02
H 2.763 2.771 -4.706  0.09
H 2.151 2.706 -3.055  0.07
H 1.302 1.847 -4.353  0.07
H 3.202 0.301 -4.633  0.10
H 4.529 2.000 -2.465  0.07
H 5.034 1.822 -4.136  0.09
H 5.168 0.443 -3.049  0.07
H 3.952 -1.621 -1.559  0.09
H 2.852 -2.844 -4.129  0.07
H 4.285 -3.308 -3.230  0.09
H 4.273 -1.776 -4.093  0.07
H 1.292 -2.969 -2.237  0.09
H 1.691 -2.259 -0.653  0.03
H 2.593 -3.664 -1.266  0.10
H 1.909 -1.248 -5.141  0.09
H 1.022 -1.971 -7.200  0.08
H -0.468 -1.154 -7.690  0.08
H -0.539 -2.770 -7.000  0.09
H -2.266 -0.873 -5.734  0.12
H -2.535 -0.002 -3.503  0.12
H -2.626 -2.025 -2.239  0.08
H -3.785 -2.208 -0.928  0.08
H -2.048 -2.016 -0.575  0.07
H -5.171 -0.262 -1.012  0.13
H -6.291 2.043 -0.062  0.08
H -6.484 1.970 -1.807  0.09
H -5.813 3.421 -1.058  0.08
H -3.461 3.631 -1.279  0.12
H -1.125 3.938 -1.317  0.09
H -0.414 2.776 -2.440  0.08
H -0.095 2.625 -0.697  0.06
C -3.646 -1.076 2.133  -0.34
Te -1.836 0.120 2.157  1.45
C -3.265 1.745 2.104  -0.34
C -4.531 1.186 2.674  -0.29
C -5.520 2.019 3.182  -0.04
C -6.676 1.484 3.722  -0.07
C -6.847 0.112 3.769  -0.07
C -5.866 -0.725 3.265  -0.03
C -4.710 -0.193 2.708  -0.29
H -3.509 -1.976 2.727  0.07
H -3.909 -1.362 1.118  0.04
H -3.417 2.086 1.083  0.04
H -2.903 2.580 2.701  0.06
H -5.375 3.089 3.171  0.12
H -7.436 2.136 4.124  0.11
H -7.737 -0.306 4.214  0.11
H -5.991 -1.795 3.320  0.12

No. 2
C42H62AsBaN3SSi2 as an isolated structure. Source: the OMol25 dataset; level of theory: the ωB97M-V functional and the def2-TZVPD basis.

Values from the calculation:
LUMO energy, hartree: 0.1391
Frontier orbital gap, eV: 4.54
Net charge: -2
Energy relative to the best compared isomer or geometry (same formula, charge and spin), kcal per mole: 0.0

Each line ends with the Löwdin charge.
Geometry (Å):
Ba 0.001 -0.229 -0.025  1.62
C -2.738 0.507 -1.513  -0.34
C -1.807 1.110 -2.385  -0.31
C -1.143 0.086 -3.082  -0.31
C -1.665 -1.152 -2.647  -0.31
C -2.657 -0.890 -1.677  -0.33
C -3.600 -1.853 -1.013  -0.06
C -1.246 -2.485 -3.207  -0.07
C -0.194 0.237 -4.238  -0.05
C -1.736 2.585 -2.681  -0.07
C -3.770 1.207 -0.677  -0.07
H -3.493 -1.879 0.074  0.05
H -3.455 -2.875 -1.371  0.06
H -4.641 -1.579 -1.226  0.07
H -0.241 -2.781 -2.886  0.07
H -1.238 -2.466 -4.303  0.06
H -1.927 -3.279 -2.897  0.06
H 0.680 -0.414 -4.139  0.06
H 0.171 1.260 -4.337  0.06
H -0.676 -0.028 -5.190  0.07
H -0.868 2.824 -3.297  0.04
H -1.670 3.188 -1.769  0.02
H -2.622 2.933 -3.228  0.08
H -3.675 0.999 0.394  0.05
H -4.788 0.905 -0.958  0.07
H -3.707 2.288 -0.813  0.04
C 0.553 5.520 -1.350  -0.07
C 1.190 5.564 -2.737  -0.55
C 0.106 5.917 -3.766  -0.04
C 2.261 6.663 -2.727  -0.06
C 1.828 4.227 -3.114  -0.17
C 2.603 4.135 -4.285  -0.05
C 3.239 2.963 -4.653  -0.09
C 3.090 1.845 -3.843  -0.49
S 3.783 0.263 -3.982  1.07
C 2.956 -0.209 -2.485  -0.51
N 2.215 0.722 -1.981  0.04
C 2.287 1.895 -2.704  -0.31
C 1.665 3.089 -2.340  0.04
C 3.185 -1.534 -1.879  -0.30
C 4.241 -2.316 -2.380  -0.11
C 4.553 -3.514 -1.771  -0.13
C 3.815 -3.909 -0.656  -0.12
C 2.772 -3.122 -0.192  -0.17
C 2.378 -1.904 -0.781  -0.16
H 0.131 6.499 -1.109  0.09
H 1.290 5.266 -0.585  0.08
H -0.252 4.787 -1.300  0.04
H -0.341 6.886 -3.526  0.08
H -0.682 5.163 -3.767  0.08
H 0.521 5.973 -4.775  0.08
H 1.816 7.617 -2.432  0.08
H 2.717 6.797 -3.710  0.07
H 3.053 6.419 -2.017  0.09
H 2.723 5.005 -4.919  0.10
H 3.842 2.925 -5.552  0.10
H 1.061 3.083 -1.442  0.10
H 4.834 -1.980 -3.226  0.06
H 5.369 -4.123 -2.145  0.08
H 4.062 -4.838 -0.149  0.09
H 2.233 -3.479 0.684  0.06
C 2.819 2.081 1.017  -0.18
Si 2.391 1.215 2.638  0.30
C 2.848 2.496 3.995  -0.21
C 3.677 -0.141 2.904  -0.17
N 0.814 0.621 2.524  -0.23
C 0.142 0.046 3.591  -0.39
C 0.229 0.548 4.899  -0.10
C -0.483 0.030 5.981  -0.16
C -1.339 -1.033 5.769  -0.16
C -1.456 -1.559 4.485  -0.09
C -0.739 -1.083 3.375  -0.37
N -0.851 -1.646 2.118  -0.25
Si -1.192 -3.284 1.907  0.31
C -0.106 -4.426 2.962  -0.18
C -0.868 -3.728 0.112  -0.18
C -2.978 -3.874 2.255  -0.20
H 3.795 2.571 1.090  0.03
H 2.077 2.845 0.760  0.00
H 2.875 1.365 0.195  -0.01
H 3.732 3.064 3.686  0.01
H 3.099 1.985 4.929  0.01
H 2.049 3.206 4.219  0.00
H 4.689 0.263 3.014  0.02
H 3.667 -0.844 2.068  0.01
H 3.431 -0.698 3.814  0.02
H 0.869 1.406 5.069  0.07
H -0.370 0.473 6.966  0.07
H -1.924 -1.453 6.582  0.07
H -2.147 -2.379 4.322  0.07
H 0.949 -4.279 2.716  0.01
H -0.356 -5.480 2.797  0.01
H -0.233 -4.206 4.025  0.01
H 0.193 -3.657 -0.137  0.00
H -1.407 -3.064 -0.564  -0.02
H -1.195 -4.749 -0.104  0.04
H -3.135 -4.086 3.316  0.00
H -3.200 -4.789 1.695  0.01
H -3.703 -3.113 1.958  0.01
C -0.098 4.308 2.255  -0.32
As -1.263 3.106 1.242  1.05
C -2.595 4.500 0.806  -0.34
C -2.253 2.349 2.741  -0.30
H -0.648 4.765 3.080  0.02
H 0.274 5.089 1.589  0.00
H 0.744 3.744 2.646  -0.02
H -2.790 5.109 1.692  0.01
H -3.523 4.029 0.487  0.00
H -2.234 5.142 0.000  0.00
H -2.706 3.153 3.326  0.02
H -1.573 1.765 3.360  0.01
H -3.037 1.694 2.364  0.01

No. 3
C42H63Cl5NO4P2PdSi as an isolated structure. Source: the OMol25 dataset; level of theory: the ωB97M-V functional and the def2-TZVPD basis.

Values from the calculation:
LUMO energy (spin up / spin down), hartree: 0.0882 / 0.0849
Frontier orbital gap (spin up / spin down), eV: 6.20 / 6.61
Net charge: -1
Multiplicity: 3

Each line ends with the Löwdin spin population.
Geometry (Å):
Pd -0.147 0.398 0.167  1.22
C 2.600 -3.737 0.971  0.01
C 2.271 -2.299 0.571  0.02
C 2.058 -2.242 -0.944  0.00
P 0.789 -1.526 1.353  0.10
C 1.076 -1.324 3.186  0.01
C 2.211 -2.123 3.821  0.00
C -0.198 -1.466 4.020  0.00
C -0.531 -2.720 1.068  0.01
C -0.697 -3.869 1.838  0.00
C -1.762 -4.729 1.647  0.00
C -2.693 -4.404 0.662  0.00
C -2.535 -3.292 -0.133  0.01
C -1.426 -2.426 0.008  0.01
N -1.231 -1.298 -0.751  0.13
C -1.819 -1.143 -1.979  0.01
C -2.077 -2.245 -2.830  0.00
C -2.649 -2.094 -4.071  0.00
C -2.980 -0.829 -4.553  0.00
C -2.664 0.266 -3.775  0.00
C -2.085 0.148 -2.508  0.01
P -1.326 1.567 -1.662  0.07
C -2.533 2.968 -1.471  0.01
C -3.202 2.944 -0.099  0.00
C -3.602 3.134 -2.548  0.00
C -0.079 2.180 -2.884  0.01
C 0.656 0.988 -3.491  0.00
C -0.535 3.143 -3.976  0.00
H 3.484 -4.065 0.419  0.00
H 1.777 -4.402 0.701  0.00
H 2.806 -3.863 2.031  0.00
H 3.103 -1.636 0.822  0.00
H 1.200 -2.858 -1.225  0.00
H 2.940 -2.636 -1.450  0.00
H 1.883 -1.223 -1.288  0.00
H 1.372 -0.270 3.226  0.00
H 1.955 -3.180 3.913  0.00
H 2.393 -1.745 4.831  0.00
H 3.146 -2.043 3.266  0.00
H -0.429 -2.513 4.213  0.00
H -1.069 -1.023 3.537  0.00
H -0.055 -0.970 4.983  0.00
H 0.030 -4.089 2.612  0.00
H -1.879 -5.613 2.258  0.00
H -3.569 -5.027 0.523  0.00
H -3.297 -3.052 -0.861  0.00
H -1.788 -3.231 -2.497  0.00
H -2.820 -2.971 -4.683  0.00
H -3.426 -0.702 -5.530  0.00
H -2.848 1.251 -4.178  0.00
H -1.870 3.843 -1.499  0.00
H -3.799 2.039 0.029  0.00
H -3.870 3.803 0.001  0.00
H -2.471 2.982 0.707  0.00
H -4.279 2.279 -2.550  0.00
H -3.193 3.250 -3.550  0.00
H -4.195 4.025 -2.327  0.00
H 0.628 2.704 -2.232  0.00
H 0.022 0.477 -4.219  0.00
H 0.974 0.278 -2.727  0.00
H 1.563 1.331 -3.994  0.00
H -1.202 2.657 -4.692  0.00
H 0.341 3.485 -4.534  0.00
H -1.035 4.028 -3.581  0.00
Cl -3.725 -0.528 1.244  0.01
C -2.777 0.549 2.231  0.02
C -1.481 0.858 1.849  0.14
C -0.820 1.763 2.668  0.02
Cl 0.776 2.229 2.141  0.04
C -1.363 2.320 3.818  0.01
Cl -0.457 3.427 4.786  0.01
C -2.662 1.971 4.172  -0.01
Cl -3.383 2.644 5.589  0.00
C -3.377 1.088 3.367  0.01
Cl -5.004 0.684 3.789  0.01
C 2.220 4.319 -0.405  0.00
C 3.488 4.068 -1.215  0.00
C 4.521 5.157 -0.942  0.00
C 3.173 4.021 -2.709  0.00
O 4.085 2.855 -0.796  0.00
Si 3.500 1.293 -0.919  0.00
O 1.997 1.138 -0.509  0.05
O 4.629 0.448 -0.029  0.00
C 5.144 0.721 1.264  0.00
C 6.250 1.767 1.151  0.00
C 4.035 1.216 2.185  0.00
C 5.734 -0.588 1.784  0.00
O 3.780 0.783 -2.470  0.00
C 4.968 0.407 -3.144  0.00
C 4.638 0.479 -4.633  0.00
C 6.119 1.356 -2.815  0.00
C 5.333 -1.021 -2.756  0.00
H 1.731 5.241 -0.726  0.00
H 2.468 4.411 0.655  0.00
H 1.531 3.481 -0.512  0.00
H 4.158 6.133 -1.272  0.00
H 5.448 4.929 -1.470  0.00
H 4.737 5.209 0.126  0.00
H 2.649 4.928 -3.018  0.00
H 2.552 3.161 -2.947  0.00
H 4.092 3.935 -3.288  0.00
H 5.867 2.671 0.683  0.00
H 7.070 1.380 0.543  0.00
H 6.642 2.012 2.141  0.00
H 3.667 2.186 1.853  0.00
H 4.398 1.314 3.210  0.00
H 3.194 0.521 2.170  0.00
H 6.483 -0.957 1.082  0.00
H 4.963 -1.350 1.889  0.00
H 6.208 -0.439 2.755  0.00
H 4.392 1.503 -4.914  0.00
H 3.776 -0.153 -4.849  0.00
H 5.483 0.142 -5.238  0.00
H 5.861 2.375 -3.099  0.00
H 7.022 1.060 -3.354  0.00
H 6.328 1.344 -1.748  0.00
H 4.532 -1.701 -3.047  0.00
H 5.477 -1.092 -1.678  0.00
H 6.251 -1.329 -3.262  0.00

No. 4
A 17-piece molecular cluster, C42H63N18 overall in a non-equilibrium geometry. Source: the OMol25 dataset; level of theory: the ωB97M-V functional and the def2-TZVPD basis.

Values from the calculation:
LUMO energy, hartree: -0.0848
Frontier orbital gap, eV: 9.98
Net charge: +1

Each line ends with the Löwdin charge.
Geometry (Å):
C 2.444 -2.132 2.827  -0.05
C 2.550 -0.816 3.270  -0.04
C 1.382 -0.081 3.483  -0.01
C 0.161 -0.702 3.227  -0.26
C -1.138 0.061 3.391  -0.25
C -1.839 0.261 2.041  -0.12
C -2.804 -0.826 1.585  -0.12
N -3.605 -1.413 2.695  0.07
C -2.813 -1.777 3.911  -0.12
C -2.021 -0.606 4.474  -0.10
N 0.035 -1.966 2.813  0.13
C 1.171 -2.641 2.650  -0.13
H 3.333 -2.720 2.668  0.11
H 3.519 -0.367 3.437  0.11
H 1.463 0.935 3.828  0.06
H -0.900 1.059 3.753  0.13
H -2.388 1.199 2.106  0.09
H -1.119 0.412 1.241  0.12
H -2.311 -1.591 0.998  0.11
H -3.518 -0.362 0.910  0.13
H -4.398 -0.824 2.948  0.19
H -4.023 -2.276 2.334  0.12
H -3.537 -2.094 4.661  0.13
H -2.209 -2.647 3.688  0.11
H -1.347 -1.006 5.224  0.11
H -2.702 0.120 4.912  0.13
H 1.081 -3.673 2.326  0.10
C -2.433 -4.336 -0.163  -0.07
C -3.718 -3.728 0.154  -0.27
N -4.695 -3.190 0.430  0.14
H -2.568 -5.356 -0.515  0.09
H -1.925 -3.762 -0.934  0.08
H -1.815 -4.350 0.734  0.06
C -6.872 -2.379 -2.889  -0.07
C -6.587 -2.812 -4.250  -0.27
N -6.291 -3.195 -5.289  0.14
H -6.223 -2.914 -2.196  0.05
H -6.692 -1.310 -2.797  0.08
H -7.911 -2.589 -2.644  0.08
C 0.771 3.636 1.463  -0.07
C -0.643 3.641 1.805  -0.28
N -1.762 3.645 2.064  0.13
H 0.884 3.451 0.399  0.04
H 1.215 4.598 1.714  0.07
H 1.289 2.853 2.014  0.04
C 3.602 -1.516 -1.245  -0.08
C 2.557 -2.489 -1.534  -0.28
N 1.685 -3.208 -1.720  0.12
H 3.158 -0.663 -0.735  0.08
H 4.358 -1.963 -0.602  0.07
H 4.077 -1.174 -2.161  0.06
C 1.775 3.315 6.344  -0.07
C 2.337 3.092 5.017  -0.25
N 2.778 2.911 3.972  0.14
H 1.845 4.372 6.601  0.06
H 0.736 3.022 6.353  0.04
H 2.322 2.735 7.082  0.09
C -1.401 -4.482 -4.202  -0.07
C -2.690 -4.481 -3.524  -0.26
N -3.712 -4.480 -3.001  0.15
H -1.547 -4.546 -5.278  0.07
H -0.866 -3.564 -3.965  0.08
H -0.805 -5.331 -3.876  0.07
C 3.703 7.467 5.867  -0.06
C 2.651 7.119 6.817  -0.28
N 1.825 6.851 7.567  0.13
H 4.168 8.406 6.162  0.09
H 4.459 6.685 5.851  0.08
H 3.279 7.576 4.871  0.08
C -4.411 -2.556 -8.001  -0.07
C -3.063 -2.977 -8.368  -0.25
N -2.004 -3.316 -8.652  0.14
H -4.564 -1.516 -8.283  0.09
H -5.145 -3.177 -8.511  0.09
H -4.549 -2.663 -6.928  0.04
C -1.422 7.894 1.394  -0.06
C -0.013 7.578 1.195  -0.26
N 1.096 7.327 1.040  0.15
H -1.634 8.888 1.005  0.09
H -2.041 7.165 0.874  0.08
H -1.658 7.867 2.455  0.09
C 1.105 -4.687 -7.914  -0.08
C 1.039 -5.470 -6.685  -0.27
N 0.979 -6.091 -5.722  0.14
H 0.390 -5.076 -8.637  0.07
H 0.864 -3.647 -7.704  0.07
H 2.108 -4.745 -8.333  0.08
C -0.716 -6.461 2.874  -0.07
C -0.154 -6.646 1.545  -0.30
N 0.192 -6.729 0.455  0.15
H -0.592 -5.421 3.177  0.06
H -1.780 -6.692 2.847  0.09
H -0.228 -7.117 3.592  0.09
C 4.347 7.955 0.269  -0.09
C 5.081 7.702 -0.965  -0.29
N 5.658 7.499 -1.935  0.12
H 4.437 9.005 0.543  0.08
H 3.296 7.712 0.133  0.03
H 4.752 7.342 1.071  0.08
C -1.225 4.144 -2.284  -0.05
C -0.514 3.025 -1.680  -0.27
N 0.048 2.144 -1.208  0.14
H -0.777 4.388 -3.245  0.09
H -2.270 3.880 -2.433  0.09
H -1.164 5.013 -1.632  0.08
C -0.182 -2.058 -11.022  -0.09
C 0.553 -0.914 -11.551  -0.29
N 1.130 -0.014 -11.967  0.12
H 0.505 -2.875 -10.813  0.07
H -0.691 -1.782 -10.103  0.04
H -0.920 -2.392 -11.749  0.08
C 0.326 -0.322 7.982  -0.06
C 0.013 1.097 8.105  -0.26
N -0.233 2.213 8.203  0.15
H 0.677 -0.538 6.973  0.07
H 1.105 -0.590 8.693  0.09
H -0.563 -0.915 8.190  0.08
C 7.643 -0.865 -0.970  -0.06
C 6.732 -0.054 -1.771  -0.28
N 6.030 0.594 -2.404  0.14
H 8.255 -1.484 -1.623  0.09
H 8.290 -0.219 -0.381  0.09
H 7.076 -1.509 -0.300  0.07

| no. | calculated total energy (eV) |
| --- | --- |
| 1 | -100559.9019 |
| 2 | -137159.5892 |
| 3 | -146813.0216 |
| 4 | -71387.9645 |